--- i ---
This record from OMol25 describes 2 unconnected molecules or ions with the total composition C4H9NO2S. The level of theory is ωB97M-V with the def2-TZVPD basis set.

## Properties
- orbital gap (eV) = 8.338
- HOMO energy (eV) = -9.63
- E_LUMO (eV) = -1.29
- spin multiplicity = 1

Cartesian coordinates (Å):
N -1.51 0.87 0.43
H -0.55 -1.10 -2.00
H 0.43 1.27 1.14
H 1.00 0.78 -1.04
H 1.66 -0.71 -1.88
H -1.01 1.59 2.19
H 3.82 -1.04 -0.57
C -1.43 0.22 -0.79
H -0.44 -1.60 -0.20
C -0.54 0.91 1.50
S 2.10 -0.99 0.36
O -2.25 0.40 -1.66
C -0.31 -0.84 -0.97
H -2.28 1.52 0.28
C 1.16 -0.31 -0.99
H 0.52 -0.67 2.01
O -0.36 -0.31 2.18



--- ii ---
This record from OMol25 describes a molecular structure, C4H9NO2S. The level of theory is ωB97M-V with the def2-TZVPD basis set.

## Properties
- orbital gap (alpha / beta) (eV) = 7.918 / 5.854
- HOMO energy (alpha / beta) (eV) = -8.78 / -8.22
- E_LUMO (alpha / beta) (eV) = -0.87 / -2.37
- spin multiplicity = 1

Cartesian coordinates (Å):
H 2.12 -0.84 -0.06
H 0.69 2.67 0.35
O -0.97 -1.68 -1.63
H -1.69 -0.34 0.49
H 1.32 2.07 -1.08
C 1.10 1.73 -0.03
O -2.16 -3.15 -0.51
H 0.60 -1.64 0.03
H 2.10 1.60 0.43
C 0.31 0.44 -0.04
S -0.05 0.36 -1.76
H 1.05 -0.79 1.41
H -1.68 1.33 0.31
C 1.18 -0.80 0.37
N -1.88 -2.06 -0.91
H -1.03 0.63 1.92
C -1.03 0.48 0.70



Which is the most stable structure? i is the most stable.



--- i ---
This record from OMol25 describes a single C3H7ClN2 molecule. The level of theory is ωB97M-V with the def2-TZVPD basis set.

## Properties
- SMILES string = N[C@H]1C(Cl)[C@@H]1N
- orbital gap (eV) = 9.751
- HOMO energy (eV) = -8.79
- E_LUMO (eV) = 0.97
- spin multiplicity = 1

Cartesian coordinates (Å):
H 1.96 -1.19 0.69
H -0.07 -0.56 -1.50
C 0.26 -0.58 -0.45
H -0.61 2.53 0.43
N -0.11 1.97 -0.32
C -0.97 -0.47 0.50
H -0.78 1.98 -1.07
C -0.01 0.68 0.25
H 1.62 -2.13 -0.65
N 1.58 -1.19 -0.27
H 0.60 0.59 1.15
H -0.91 -1.07 1.46
Cl -2.55 -0.56 -0.22



--- ii ---
This record from OMol25 describes a single C3H7ClN2 molecule. The level of theory is ωB97M-V with the def2-TZVPD basis set.

## Properties
- SMILES string = N[C@H]1C(Cl)[C@@H]1N
- orbital gap (eV) = 9.819
- HOMO energy (eV) = -8.80
- E_LUMO (eV) = 1.02
- spin multiplicity = 1

Cartesian coordinates (Å):
C -0.73 -0.30 -0.20
C 0.43 0.62 0.12
H -1.43 -0.43 0.61
H -0.35 1.02 1.97
H 1.19 1.63 1.76
N 0.30 1.41 1.29
N -1.27 -0.41 -1.54
H -0.72 -1.06 -2.08
Cl 1.68 -1.81 -0.83
H -1.13 0.51 -1.89
H 0.65 -1.37 1.29
H 0.80 1.12 -0.77
C 0.56 -0.90 0.27



Which is the most stable structure? ii is the most stable.



--- i ---
This record from OMol25 describes a single C3H8N4 molecule. The level of theory is ωB97M-V with the def2-TZVPD basis set.

## Properties
- orbital gap (alpha / beta) (eV) = 7.213 / 9.127
- HOMO energy (alpha / beta) (eV) = -6.16 / -9.57
- E_LUMO (alpha / beta) (eV) = 1.05 / -0.44
- spin multiplicity = 3

Cartesian coordinates (Å):
N 2.72 -0.27 0.01
C -0.96 -0.88 0.29
H -0.72 -0.71 1.44
H -2.37 -0.59 -1.45
C 1.98 1.11 -0.14
H 2.03 1.52 -1.09
H -3.17 -0.81 0.26
N 0.62 0.88 0.12
N 0.14 -0.27 -0.41
H 2.51 1.89 0.46
H -2.15 0.78 -0.23
H -0.70 -1.97 -0.06
N 2.11 -1.27 0.04
H 0.17 0.98 1.10
C -2.22 -0.38 -0.36



--- ii ---
This record from OMol25 describes a single C3H8N4 molecule. The level of theory is ωB97M-V with the def2-TZVPD basis set.

## Properties
- orbital gap (alpha / beta) (eV) = 8.617 / 8.183
- HOMO energy (alpha / beta) (eV) = -7.41 / -9.08
- E_LUMO (alpha / beta) (eV) = 1.21 / -0.90
- spin multiplicity = 3

Cartesian coordinates (Å):
N -3.42 -0.64 -0.22
N -0.49 1.19 0.30
C 1.66 -0.15 0.29
H 0.52 -1.97 0.72
N -1.31 -0.02 0.32
H 1.46 0.02 1.38
H 1.64 -2.13 -0.79
H 2.69 0.11 0.06
C 0.75 0.93 -0.47
C 1.29 -1.52 0.08
N -2.42 0.05 -0.12
H 0.59 0.93 -1.60
H -4.11 -0.18 -0.86
H 1.47 1.78 -0.31
H -0.34 1.61 1.20



--- iii ---
This record from OMol25 describes 2 unconnected molecules or ions with the total composition C3H8N4. The level of theory is ωB97M-V with the def2-TZVPD basis set.

## Properties
- orbital gap (alpha / beta) (eV) = 7.047 / 7.315
- HOMO energy (alpha / beta) (eV) = -5.91 / -8.27
- E_LUMO (alpha / beta) (eV) = 1.13 / -0.96
- spin multiplicity = 3

Cartesian coordinates (Å):
C -0.98 1.23 0.99
N 0.43 -0.24 -0.86
H -2.99 -2.49 0.26
H -1.46 1.04 1.95
N -1.27 0.21 0.03
H -1.35 -2.45 -0.61
H 3.24 -0.11 -0.02
H 3.00 1.40 -0.91
C 2.65 0.38 -0.80
H 2.76 -0.17 -1.74
H -1.29 2.20 0.60
N 1.28 0.42 -0.35
C -2.11 -1.94 -0.03
H 0.11 1.27 1.14
N -2.04 -0.74 0.34



Which is the most stable structure? i is the most stable.



--- i ---
This record from OMol25 describes a single C3H7NS molecule. The level of theory is ωB97M-V with the def2-TZVPD basis set.

## Properties
- SMILES string = SC1CNC1
- orbital gap (eV) = 9.478
- HOMO energy (eV) = -9.01
- E_LUMO (eV) = 0.46
- spin multiplicity = 1

Cartesian coordinates (Å):
H 0.84 -0.91 0.40
H -0.30 1.37 -1.72
H 0.04 -0.51 -1.50
H -1.46 -2.12 0.99
H 0.67 0.20 2.01
C -0.73 0.15 0.27
H -1.28 1.07 0.61
N 1.17 1.07 -0.08
S -1.58 -1.37 -0.44
C 0.04 0.53 -0.99
C 0.60 -0.02 0.92
H 2.00 0.53 -0.47



--- ii ---
This record from OMol25 describes a single C3H7NS molecule. The level of theory is ωB97M-V with the def2-TZVPD basis set.

## Properties
- SMILES string = N[C@H]1C[C@H]1S
- orbital gap (eV) = 9.721
- HOMO energy (eV) = -8.80
- E_LUMO (eV) = 0.92
- spin multiplicity = 1

Cartesian coordinates (Å):
H -0.50 0.80 1.88
H -1.00 2.06 0.90
C 0.43 -0.12 -0.65
H 1.40 -0.58 1.35
C 1.50 -0.17 0.39
H 1.16 1.93 -0.21
H -0.80 -2.18 -1.18
C 0.65 1.07 0.21
N -0.27 1.50 1.23
H 2.51 0.00 0.00
S -1.08 -1.07 -0.58
H 0.89 -0.03 -1.71



--- iii ---
This record from OMol25 describes a single C3H7NS molecule. The level of theory is ωB97M-V with the def2-TZVPD basis set.

## Properties
- SMILES string = SC1CNC1
- orbital gap (eV) = 9.870
- HOMO energy (eV) = -8.91
- E_LUMO (eV) = 0.96
- spin multiplicity = 1

Cartesian coordinates (Å):
H 1.19 -1.33 1.11
S -1.82 0.01 0.03
H 1.11 -1.95 -0.64
H 0.02 -0.09 -1.47
H 0.49 1.59 1.08
C -0.07 -0.10 -0.42
N 1.95 0.11 -0.03
H 0.89 1.96 -0.68
C 0.82 1.10 0.09
H -1.75 -0.73 1.19
C 1.08 -1.07 0.05
H 2.64 0.10 0.76



Which is the most stable structure? ii is the most stable.